# C46H40AsInN8OS

C46H40AsInN8OS as an isolated structure (the ωB97M-V functional and the def2-TZVPD basis, the OMol25 dataset).

The total charge is +2. Its strongest force on any atom is 0.019 hartree/bohr. The LUMO energy is -5.0866 eV. The calculation puts the total energy at -5113.866243 Ha.

Element x y z (Å)
1 In -0.731 -0.214 0.862
2 C 8.177 8.524 -5.736
3 O 7.352 8.824 -4.622
4 C 6.620 7.838 -4.081
5 C 6.618 6.519 -4.535
6 C 5.810 5.580 -3.921
7 C 4.978 5.925 -2.857
8 C 5.029 7.239 -2.376
9 C 5.830 8.178 -2.978
10 C 4.013 4.990 -2.301
11 N 3.169 5.238 -1.322
12 C 2.390 4.129 -1.207
13 C 2.763 3.172 -2.138
14 N 3.800 3.738 -2.827
15 C 2.081 1.941 -2.305
16 C 2.352 1.013 -3.325
17 C 1.574 -0.112 -3.433
18 C 0.566 -0.317 -2.488
19 N 0.307 0.523 -1.505
20 C 1.020 1.662 -1.410
21 C 0.631 2.642 -0.410
22 N -0.417 2.354 0.395
23 C -0.874 3.288 1.207
24 C -0.333 4.572 1.292
25 C 0.766 4.869 0.526
26 C 1.278 3.896 -0.344
27 H 8.682 9.450 -5.992
28 H 7.584 8.191 -6.592
29 H 8.920 7.763 -5.485
30 H 7.241 6.213 -5.362
31 H 5.858 4.562 -4.288
32 H 4.423 7.500 -1.520
33 H 5.867 9.198 -2.618
34 H 4.326 3.321 -3.573
35 H 3.162 1.192 -4.020
36 H 1.726 -0.828 -4.228
37 H -0.057 -1.202 -2.542
38 H -1.738 3.012 1.803
39 H -0.779 5.313 1.940
40 H 1.241 5.840 0.554
41 S -3.477 -2.111 1.766
42 C -4.184 -3.024 3.141
43 C -5.039 -2.627 4.143
44 C -5.378 -3.588 5.096
45 C -4.877 -4.881 5.033
46 C -4.023 -5.270 4.004
47 C -3.688 -4.323 3.058
48 As -2.581 -4.122 1.484
49 C -0.775 -4.321 2.131
50 C -0.449 -3.589 3.267
51 C 0.792 -3.769 3.857
52 C 1.702 -4.660 3.306
53 C 1.373 -5.382 2.168
54 C 0.128 -5.223 1.579
55 C -3.299 -5.246 0.089
56 C -2.677 -6.409 -0.347
57 C -3.289 -7.175 -1.328
58 C -4.511 -6.787 -1.857
59 C -5.144 -5.643 -1.387
60 C -4.542 -4.869 -0.410
61 H -5.430 -1.620 4.193
62 H -6.042 -3.311 5.903
63 H -5.153 -5.593 5.797
64 H -3.643 -6.282 3.944
65 H -1.156 -2.886 3.695
66 H 1.044 -3.218 4.753
67 H 2.669 -4.797 3.770
68 H 2.085 -6.073 1.736
69 H -0.128 -5.785 0.693
70 H -1.741 -6.742 0.079
71 H -2.810 -8.081 -1.675
72 H -4.978 -7.387 -2.626
73 H -6.110 -5.357 -1.781
74 H -5.031 -3.978 -0.038
75 C -0.716 3.470 5.289
76 N -1.739 2.511 4.889
77 C -3.133 2.839 5.178
78 C -1.464 1.506 4.102
79 N -1.245 0.586 3.425
80 H -0.810 3.672 6.356
81 H -0.832 4.411 4.746
82 H 0.273 3.066 5.092
83 H -3.225 3.118 6.227
84 H -3.762 1.975 4.982
85 H -3.473 3.674 4.560
86 N -3.491 -2.071 -1.600
87 C -2.357 -2.794 -1.837
88 C -2.155 -3.393 -3.092
89 C -0.995 -4.089 -3.324
90 C -0.029 -4.150 -2.317
91 C -0.314 -3.557 -1.112
92 N -1.469 -2.924 -0.833
93 H -4.072 -1.848 -2.390
94 H -3.459 -1.378 -0.874
95 H -2.909 -3.283 -3.861
96 H -0.821 -4.549 -4.287
97 H 0.914 -4.653 -2.479
98 H 0.416 -3.549 -0.314

Löwdin analysis output, partial charges in e: 0.82 -0.06 -0.06 -0.27 -0.01 -0.02 -0.16 -0.01 0.02 -0.24 0.19 -0.17 -0.13 0.19 -0.06 0.02 -0.03 -0.13 0.01 -0.16 -0.15 0.01 -0.14 -0.03 0.03 -0.06 0.10 0.10 0.10 0.11 0.11 0.12 0.13 0.15 0.12 0.12 0.09 0.10 0.11 0.13 0.64 -0.60 -0.07 -0.05 -0.06 -0.05 -0.36 1.25 -0.34 -0.10 -0.05 -0.04 -0.05 -0.11 -0.33 -0.08 -0.05 -0.05 -0.05 -0.11 0.11 0.12 0.12 0.12 0.10 0.12 0.12 0.12 0.09 0.09 0.12 0.12 0.12 0.09 -0.02 -0.19 -0.02 -0.30 0.08 0.10 0.09 0.10 0.10 0.09 0.10 0.15 -0.41 -0.01 -0.05 -0.06 -0.19 0.01 0.11 0.04 0.12 0.12 0.11 0.10

---

# H5N2P

A 2-piece molecular cluster, H5N2P overall at a distorted geometry (the ωB97M-V functional and the def2-TZVPD basis, the OMol25 dataset).

The total charge is 0. Its strongest force on any atom is 0.098 hartree/bohr. The LUMO energy (alpha / beta) is -0.3852 / 0.8860 eV. The calculation puts the total energy at -453.695831 Ha.

Element x y z (Å)
1 N -1.498 0.114 0.551
2 N -0.786 0.503 -0.422
3 P 1.919 0.162 0.268
4 H -1.614 0.764 1.323
5 H -1.820 -0.761 0.781
6 H -0.505 -0.166 -1.226
7 H 2.851 0.337 -0.932
8 H 1.454 -0.952 -0.343

natural (NBO) analysis output, partial charges in e: -0.53 -0.45 0.03 0.36 0.35 0.35 -0.04 -0.08

---

# C28H39GeN5Se4W

C28H39GeN5Se4W as an isolated structure at a distorted geometry (the ωB97M-V functional and the def2-TZVPD basis, the OMol25 dataset).

The total charge is 0. As for the multiplicity: 3. Its strongest force on any atom is 0.026 hartree/bohr. The LUMO energy (alpha / beta) is -0.8580 / -0.9790 eV. The calculation puts the total energy at -13113.787647 Ha.

Element x y z (Å)
1 W -0.036 -0.822 -0.009
2 Se -0.190 -2.999 1.224
3 Se 1.319 -2.902 3.287
4 Se 1.127 -0.817 4.201
5 Se 3.410 -3.212 2.558
6 C 0.151 2.724 4.164
7 C 0.584 2.831 2.720
8 N -0.094 1.803 1.932
9 C -1.096 0.981 2.377
10 N -1.372 -0.107 1.686
11 C -2.586 -0.822 2.078
12 C -2.732 -0.839 3.582
13 C -2.856 0.590 4.047
14 N -1.783 1.404 3.461
15 C -1.358 2.602 4.188
16 H 0.482 3.596 4.729
17 H 0.582 1.831 4.614
18 H 1.662 2.709 2.621
19 H 0.324 3.815 2.322
20 H 0.443 1.323 1.234
21 H -2.529 -1.829 1.684
22 H -3.460 -0.333 1.624
23 H -1.838 -1.294 4.014
24 H -3.612 -1.408 3.892
25 H -2.781 0.672 5.131
26 H -3.824 1.001 3.747
27 H -1.723 2.504 5.208
28 H -1.821 3.496 3.756
29 C -0.280 2.967 -1.259
30 Ge -1.855 1.822 -1.365
31 C -2.458 2.042 -3.200
32 C -3.142 2.725 -0.216
33 C -1.801 -0.123 -0.997
34 H 0.269 2.955 -2.205
35 H 0.408 2.742 -0.448
36 H -0.667 3.978 -1.099
37 H -2.703 3.095 -3.376
38 H -3.354 1.441 -3.380
39 H -1.688 1.742 -3.914
40 H -3.257 3.744 -0.597
41 H -2.782 2.775 0.817
42 H -4.124 2.239 -0.222
43 H -1.939 -0.573 -1.987
44 H -2.710 -0.299 -0.426
45 N 2.095 0.926 -1.766
46 C 2.500 1.216 -3.000
47 C 1.545 0.724 -3.869
48 C 0.588 0.136 -3.043
49 N 0.929 0.268 -1.758
50 H 2.579 1.084 -0.891
51 H 3.429 1.743 -3.168
52 H 1.547 0.768 -4.946
53 H -0.310 -0.392 -3.315
54 C 4.552 0.482 0.989
55 C 3.230 0.234 1.321
56 C 2.525 -0.739 0.627
57 C 3.096 -1.509 -0.386
58 C 4.447 -1.283 -0.659
59 C 5.162 -0.300 0.005
60 C 2.301 -2.422 -1.195
61 C 0.964 -2.322 -1.260
62 C 0.200 -3.159 -2.244
63 C 0.821 -3.609 -3.416
64 C 0.127 -4.340 -4.373
65 C -1.220 -4.629 -4.190
66 C -1.858 -4.178 -3.044
67 C -1.157 -3.449 -2.092
68 H 5.119 1.230 1.530
69 H 2.758 0.733 2.157
70 H 1.580 -1.042 1.100
71 H 4.927 -1.881 -1.425
72 H 6.209 -0.145 -0.234
73 H 2.854 -3.163 -1.768
74 H 1.862 -3.365 -3.593
75 H 0.639 -4.677 -5.267
76 H -1.768 -5.195 -4.935
77 H -2.909 -4.388 -2.887
78 H -1.676 -3.123 -1.202

Löwdin analysis output, partial charges in e: 1.22 0.34 -0.23 0.04 0.06 -0.17 -0.17 0.07 -0.44 -0.13 -0.27 -0.16 -0.14 -0.02 -0.13 0.12 0.05 0.11 0.12 0.05 0.03 0.12 0.08 0.12 0.12 0.13 0.12 0.13 -0.22 0.72 -0.22 -0.22 -0.42 0.01 -0.01 0.03 0.03 0.03 0.01 0.02 0.01 0.02 -0.01 -0.01 0.03 -0.06 -0.02 -0.15 -0.11 0.13 0.13 0.11 0.11 -0.08 -0.13 -0.28 -0.30 -0.04 -0.07 -0.12 -0.36 -0.25 -0.04 -0.08 -0.10 -0.08 -0.09 0.11 0.06 -0.04 0.12 0.11 0.11 0.10 0.10 0.10 0.10 0.06

---

# C18H30O2

An isolated molecule of C18H30O2 (the ωB97M-V functional and the def2-TZVPD basis, the OMol25 dataset).

The total charge is 0. Its strongest force on any atom is 0.010 hartree/bohr. The LUMO energy is 0.9556 eV. As for the SMILES: CCCCC/C=C\C/C=C\C/C=C\CCCCC(=O)O. The calculation puts the total energy at -854.320101 Ha.

Element x y z (Å)
1 C -1.036 3.463 2.333
2 C 0.462 3.428 2.055
3 C 0.865 4.464 1.007
4 C 2.354 4.438 0.655
5 C 2.751 3.293 -0.285
6 C 2.752 1.951 0.377
7 C 2.210 0.833 -0.081
8 C 1.427 0.673 -1.356
9 C -0.019 1.010 -1.131
10 C -1.078 0.323 -1.542
11 C -1.078 -0.960 -2.325
12 C -2.321 -1.752 -2.049
13 C -2.414 -3.036 -1.741
14 C -1.307 -4.033 -1.596
15 C -1.540 -4.965 -0.404
16 C -1.605 -4.247 0.944
17 C -0.251 -3.710 1.426
18 C 0.150 -2.441 0.718
19 O 1.132 -2.314 0.031
20 O -0.701 -1.445 0.950
21 H -1.336 4.444 2.694
22 H -1.599 3.247 1.427
23 H -1.303 2.723 3.084
24 H 0.745 2.432 1.713
25 H 1.007 3.627 2.981
26 H 0.279 4.310 0.098
27 H 0.613 5.457 1.389
28 H 2.943 4.377 1.573
29 H 2.607 5.380 0.162
30 H 2.091 3.299 -1.153
31 H 3.769 3.489 -0.640
32 H 3.291 1.921 1.317
33 H 2.296 -0.074 0.502
34 H 1.821 1.339 -2.129
35 H 1.534 -0.352 -1.708
36 H -0.179 1.929 -0.581
37 H -2.065 0.712 -1.319
38 H -0.182 -1.543 -2.118
39 H -1.061 -0.711 -3.394
40 H -3.235 -1.174 -2.128
41 H -3.402 -3.455 -1.587
42 H -0.339 -3.545 -1.503
43 H -1.273 -4.645 -2.505
44 H -0.744 -5.714 -0.375
45 H -2.485 -5.494 -0.555
46 H -1.972 -4.954 1.691
47 H -2.314 -3.419 0.886
48 H 0.532 -4.455 1.281
49 H -0.326 -3.472 2.489
50 H -0.468 -0.652 0.424

natural (NBO) analysis output, partial charges in e: -0.60 -0.41 -0.39 -0.38 -0.45 -0.17 -0.19 -0.50 -0.19 -0.18 -0.50 -0.18 -0.17 -0.47 -0.38 -0.39 -0.51 0.81 -0.63 -0.70 0.20 0.20 0.21 0.21 0.19 0.19 0.20 0.19 0.20 0.20 0.22 0.20 0.22 0.22 0.24 0.20 0.20 0.23 0.23 0.19 0.19 0.22 0.22 0.20 0.20 0.21 0.22 0.23 0.24 0.51

---

total charge of number 4 (C18H30O2)?
0

---

The lowest strongest force on any atom belongs to which entry?
C18H30O2

---

Among the records above, which one has the highest total charge?
C46H40AsInN8OS